1.
# C32H37AsN6O2S2Ti

C32H37AsN6O2S2Ti as an isolated structure (ωB97M-V/def2-TZVPD, OMol25).

Geometry as ORCA input:
```
! RIJCOSX wB97M-V def2-TZVPD def2/J DEFGRID3
* xyz 0 1
Ti -1.358 0.967 -0.567
C 3.665 3.970 -2.302
C 2.421 4.839 -2.193
N 1.198 4.151 -2.582
C 0.594 3.226 -1.798
S -0.708 2.332 -2.541
N 1.066 3.080 -0.584
N 0.341 2.209 0.172
C 0.796 1.877 1.325
C 2.103 2.310 1.895
C -0.109 0.994 2.110
C 0.181 0.554 3.386
C -0.728 -0.281 4.030
C -1.898 -0.627 3.383
C -2.139 -0.112 2.116
N -1.277 0.696 1.510
H 4.548 4.533 -1.994
H 3.818 3.629 -3.327
H 3.567 3.101 -1.653
H 2.504 5.719 -2.832
H 2.291 5.183 -1.168
H 1.000 4.070 -3.565
H 2.678 2.835 1.138
H 2.663 1.436 2.231
H 1.952 2.971 2.752
H 1.113 0.828 3.857
H -0.507 -0.663 5.017
H -2.622 -1.289 3.835
H -3.039 -0.348 1.563
O -0.412 -0.357 -0.762
As 0.541 -2.116 0.662
C 0.233 -3.390 -0.792
C 1.075 -4.479 -1.000
C 0.816 -5.390 -2.014
C -0.292 -5.221 -2.833
C -1.134 -4.136 -2.636
C -0.871 -3.223 -1.622
C 2.409 -1.638 0.243
C 3.502 -2.383 0.686
C 4.799 -1.986 0.393
C 5.027 -0.841 -0.358
C 3.947 -0.102 -0.819
C 2.649 -0.498 -0.522
C 0.947 -3.498 2.086
C 1.620 -3.058 3.229
C 1.690 -3.834 4.376
C 1.067 -5.076 4.411
C 0.378 -5.522 3.293
C 0.318 -4.738 2.145
H 1.939 -4.621 -0.362
H 1.481 -6.231 -2.165
H -0.496 -5.931 -3.625
H -1.997 -3.997 -3.276
H -1.517 -2.366 -1.479
H 3.341 -3.281 1.269
H 5.635 -2.578 0.745
H 6.038 -0.533 -0.592
H 4.114 0.782 -1.420
H 1.810 0.074 -0.898
H 2.100 -2.082 3.216
H 2.230 -3.476 5.245
H 1.119 -5.689 5.301
H -0.112 -6.488 3.312
H -0.228 -5.106 1.284
S -2.833 3.356 0.538
C -3.903 3.765 -0.678
N -3.612 3.897 -1.980
C -4.817 4.063 -2.781
C -5.804 4.578 -1.727
N -5.225 4.016 -0.511
H -2.727 3.540 -2.331
H -5.145 3.104 -3.195
H -4.664 4.768 -3.594
H -6.818 4.220 -1.892
H -5.809 5.672 -1.693
H -5.569 4.214 0.413
C -4.230 0.323 -1.720
O -3.014 0.430 -1.059
H -4.648 -0.682 -1.605
H -4.103 0.513 -2.792
H -4.957 1.044 -1.326
*
```

Properties
- highest occupied orbital energy (eV) = -7.26
- frontier orbital gap (eV) = 7.02
- ΔE to the lowest compared entry with this formula, charge and spin (kcal/mol) = 0.0
- E_tot (hartree) = -5602.3718

Results of the Mulliken charge analysis, in e, for atoms 1 through 4: atom 1 (Ti): 0.482, atom 2 (C): -0.662, atom 3 (C): -0.508, atom 4 (N): -0.189

=====

2.
# C53H52KN4O7P3S4

C53H52KN4O7P3S4 as an isolated structure (ωB97M-V/def2-TZVPD, OMol25).

Geometry as ORCA input:
```
! RIJCOSX wB97M-V def2-TZVPD def2/J DEFGRID3
* xyz -2 1
K -12.135 14.931 16.987
O -10.625 13.134 18.258
C -9.600 13.280 18.916
C -8.619 14.272 18.811
C -7.397 13.834 19.222
C -6.483 14.771 19.590
C -6.609 16.141 19.132
C -7.684 16.476 18.331
C -8.790 15.617 18.191
O -9.762 15.996 17.453
N -5.466 14.376 20.491
O -5.660 13.257 21.022
O -4.596 15.139 20.807
H -9.480 12.560 19.776
H -7.230 12.749 19.324
H -5.921 16.979 19.521
H -7.705 17.323 17.678
C -12.974 26.810 12.908
S -11.215 26.816 13.381
C -10.525 25.378 12.386
C -10.482 24.063 13.189
C -9.544 24.201 14.492
N -9.162 22.889 15.049
P -7.858 21.666 14.370
C -6.695 22.740 13.511
C -5.601 23.319 14.133
C -4.876 24.398 13.507
C -5.216 24.734 12.212
C -6.396 24.203 11.673
C -7.164 23.197 12.226
C -8.538 20.669 13.106
C -7.597 19.938 12.346
C -7.930 19.037 11.391
C -9.267 19.036 10.914
C -10.236 19.772 11.661
C -9.907 20.510 12.766
P -9.590 22.462 16.725
C -9.093 23.977 17.662
C -8.010 24.835 17.267
C -7.788 25.996 17.968
C -8.553 26.339 19.076
C -9.593 25.535 19.457
C -9.842 24.340 18.709
C -11.411 22.425 16.649
C -12.032 21.180 16.560
C -13.415 21.066 16.667
C -14.235 22.156 16.735
C -13.586 23.438 16.959
C -12.195 23.520 16.935
H -13.407 25.770 12.791
H -13.107 27.570 12.101
H -13.474 27.253 13.760
H -9.509 25.822 12.197
H -11.165 25.352 11.513
H -10.094 23.268 12.620
H -11.471 23.680 13.472
H -10.191 24.690 15.221
H -8.698 24.811 14.249
H -5.351 22.996 15.192
H -4.184 25.036 14.094
H -4.844 25.579 11.586
H -6.613 24.564 10.646
H -7.997 22.800 11.706
H -6.555 20.041 12.673
H -7.238 18.333 11.017
H -9.619 18.362 10.176
H -11.210 19.891 11.245
H -10.610 21.089 13.405
H -7.326 24.483 16.467
H -6.911 26.584 17.755
H -8.380 27.354 19.464
H -10.270 25.926 20.209
H -10.693 23.701 19.094
H -11.429 20.293 16.462
H -13.908 20.136 16.726
H -15.359 22.216 16.667
H -14.130 24.329 17.213
H -11.708 24.520 17.034
O -10.889 14.485 14.537
H -10.018 14.205 14.259
H -11.474 14.421 13.762
O -11.726 17.472 17.751
H -11.449 18.024 18.461
H -10.879 17.001 17.569
O -14.209 19.234 19.168
C -14.258 18.229 19.731
S -13.607 11.010 14.687
P -14.550 12.643 13.945
S -14.248 14.556 14.383
C -14.547 12.448 12.182
C -15.494 13.093 11.403
C -15.778 12.672 10.070
C -15.228 11.506 9.659
C -14.232 10.838 10.403
C -13.872 11.357 11.616
C -16.285 12.423 14.548
C -16.969 11.422 13.867
C -18.343 11.344 13.958
C -19.112 12.095 14.861
C -18.437 13.064 15.593
C -17.031 13.211 15.416
H -15.854 14.013 11.883
H -16.532 13.131 9.477
H -15.583 11.155 8.708
H -13.686 10.009 9.872
H -13.045 10.930 12.164
H -16.526 10.566 13.366
H -18.908 10.600 13.442
H -20.212 11.958 14.936
H -18.896 13.830 16.260
H -16.550 13.943 16.019
C -11.243 17.277 24.912
C -11.341 17.725 23.518
C -10.388 18.584 22.969
C -10.570 18.929 21.642
N -11.588 18.591 20.865
C -12.370 17.603 21.514
S -13.892 16.894 20.444
N -12.383 17.297 22.733
H -11.962 17.902 25.619
H -10.279 17.231 25.428
H -11.624 16.253 24.922
H -9.566 18.928 23.685
H -9.769 19.439 21.104
*
```

Properties
- highest occupied orbital energy (eV) = 0.78
- frontier orbital gap (eV) = 2.15
- ΔE to the lowest compared entry with this formula, charge and spin (kcal/mol) = 183.6
- E_tot (hartree) = -6013.0940

Results of the Mulliken charge analysis, in e, for atoms 1 through 4: atom 1 (K): 0.900, atom 2 (O): -0.577, atom 3 (C): -0.293, atom 4 (C): 0.323

=====

3.
# C3H4BN

A single C3H4BN molecule (ωB97M-V/def2-TZVPD, OMol25).

Geometry as ORCA input:
```
! RIJCOSX wB97M-V def2-TZVPD def2/J DEFGRID3
* xyz 0 1
B 0.953 0.529 -0.840
C 0.888 -0.680 0.070
C -0.631 -1.039 0.873
C 2.026 -1.330 0.602
N 2.903 -1.817 1.157
H 0.233 0.619 -1.784
H 1.839 1.238 -0.557
H -0.837 -1.309 1.862
H -1.221 -0.345 0.344
*
```

Properties
- highest occupied orbital energy (spin up / spin down) (eV) = -9.71 / -10.03
- frontier orbital gap (spin up / spin down) (eV) = 8.64 / 8.26
- ΔE to the lowest compared entry with this formula, charge and spin (kcal/mol) = 71.8
- structure (SMILES) = BC(=C)C#N
- E_tot (hartree) = -196.1458

Results of the Mulliken charge analysis, in e, for atoms 1 through 4: atom 1 (B): 0.097, atom 2 (C): 0.097, atom 3 (C): -0.669, atom 4 (C): 0.243

=====

4.
# C4H4F2

A single C4H4F2 molecule (ωB97M-V/def2-TZVPD, OMol25).

Geometry as ORCA input:
```
! RIJCOSX wB97M-V def2-TZVPD def2/J DEFGRID3
* xyz 0 1
C 0.854 1.171 -1.625
C 0.049 0.778 -0.812
C -0.681 0.287 0.312
C 0.094 -0.957 0.739
F 1.286 -0.644 1.310
F -0.662 -1.701 1.589
H 1.217 1.744 -2.478
H -1.641 -0.119 -0.004
H -0.842 1.019 1.079
H 0.326 -1.578 -0.108
*
```

Properties
- highest occupied orbital energy (eV) = -10.44
- frontier orbital gap (eV) = 11.46
- ΔE to the lowest compared entry with this formula, charge and spin (kcal/mol) = 16.7
- structure (SMILES) = C#CCC(F)F
- E_tot (hartree) = -354.4740

Results of the Mulliken charge analysis, in e, for atoms 1 through 4: atom 1 (C): 0.082, atom 2 (C): -0.530, atom 3 (C): -0.443, atom 4 (C): 0.164